Entry 1:
Entry from OMol25: a structure of composition C27H15AuF12NPS (wB97M-V/def2-TZVPD).

Atoms and positions in Å:
Au  0.313  -0.610  0.355
S  -0.699  -0.825  -1.782
P  -0.732  1.482  1.943
F  -6.112  -1.587  -0.612
F  -7.017  -0.733  1.153
F  -1.104  1.635  -5.440
F  2.556  -3.385  5.293
F  -2.619  4.880  7.470
F  -1.091  6.220  6.735
F  -1.713  -0.122  -4.342
F  4.135  -1.915  5.114
F  -3.117  6.362  5.975
F  -6.067  -2.677  1.260
F  -0.069  -0.237  -5.742
F  3.740  -3.275  3.480
N  1.308  0.877  -1.563
C  -5.967  -1.454  0.717
C  3.156  -2.543  4.439
C  0.114  -0.336  4.019
C  -1.209  2.613  3.331
C  0.395  0.324  2.816
C  2.503  -0.901  2.689
C  -1.824  4.513  5.284
C  -0.583  3.897  5.286
C  1.619  0.054  2.172
C  -3.165  1.054  0.756
C  2.181  -1.554  3.859
C  -0.278  2.959  4.311
C  -2.757  4.194  4.310
C  0.373  0.413  -2.423
C  0.345  0.922  -3.736
C  -2.288  0.520  1.705
C  0.997  -1.262  4.535
C  -3.800  -1.347  1.980
C  -4.670  -0.782  1.066
C  2.212  1.769  -1.957
C  -4.354  0.419  0.447
C  -2.164  5.499  6.364
C  -2.613  -0.698  2.297
C  2.267  2.278  -3.241
C  -0.650  0.535  -4.799
C  -2.447  3.253  3.338
C  1.304  1.841  -4.129
H  -3.192  3.011  2.590
H  -5.023  0.838  -0.296
H  3.440  -1.111  2.189
H  1.285  2.220  -5.144
H  -2.892  1.960  0.224
H  -3.723  4.683  4.306
H  3.027  2.991  -3.533
H  2.921  2.091  -1.201
H  0.147  4.154  6.044
H  0.769  -1.773  5.461
H  -4.040  -2.296  2.439
H  1.926  0.658  1.314
H  -1.940  -1.168  2.998
H  -0.800  -0.110  4.555
H  0.703  2.497  4.318

## Properties
Kohn-Sham gap ... 7.57 eV
E ... -3166.36176 hartree

***

Entry 2:
Entry from OMol25: a structure of composition C27H15Br2ClFeN5O8 (wB97M-V/def2-TZVPD).

Atoms and positions in Å:
Br  -4.445  2.666  1.048
Br  -2.897  1.810  6.413
Fe  -0.212  -0.233  -0.089
Cl  -4.990  6.267  -2.718
O  2.452  -3.681  -0.099
O  0.717  -2.243  -0.252
O  0.517  1.613  1.053
O  -0.096  3.438  -1.151
O  -1.978  0.915  0.525
O  2.181  3.032  1.624
O  0.100  0.591  -1.816
O  0.379  1.351  -3.898
N  -0.524  -0.487  2.256
N  -1.791  -1.550  -0.358
N  -5.068  -3.413  2.330
N  2.060  -0.278  0.530
N  -3.879  -2.596  0.327
C  4.763  -0.297  1.037
C  2.760  -1.392  0.375
C  0.737  2.899  -2.157
C  4.120  -1.453  0.618
C  -1.390  4.839  0.810
C  -0.626  -0.011  4.980
C  0.353  1.507  -2.685
C  -3.480  2.015  3.647
C  1.719  1.956  1.236
C  -2.930  4.566  -3.200
C  -1.258  4.006  -1.554
C  -3.073  5.454  -0.968
C  -1.439  0.367  2.748
C  -1.576  0.606  4.136
C  -2.772  -2.037  0.051
C  -1.773  3.881  -2.840
C  -4.461  -3.009  1.422
C  -2.631  1.444  4.557
C  0.321  -0.840  4.447
C  1.919  -2.574  -0.033
C  -3.281  1.819  2.279
C  -2.235  1.043  1.759
C  -3.557  5.361  -2.267
C  2.665  0.819  0.964
C  -1.925  4.779  -0.592
C  0.319  -1.081  3.063
C  4.023  0.861  1.223
H  0.787  3.570  -3.014
H  1.019  -1.776  2.609
H  1.729  2.812  -1.711
H  -2.111  5.302  1.485
H  -1.145  3.835  1.156
H  5.829  -0.304  1.233
H  -0.654  0.191  6.042
H  1.064  -1.315  5.074
H  -3.612  6.043  -0.236
H  -0.450  5.397  0.850
H  4.457  1.788  1.574
H  4.633  -2.394  0.478
H  -4.301  2.634  3.978
H  -3.335  4.473  -4.200
H  -1.295  3.231  -3.562

## Properties
ΔE to the lowest compared entry with this formula, charge and spin ... 15.8 kcal/mol
Expectation value of S² ... 8.758
Total charge ... -2
Multiplicity ... 6
Kohn-Sham gap (spin up / spin down) ... 6.66 / 6.47 eV
E ... -8785.78139 hartree

***

Entry 3:
Entry from OMol25: a structure of composition C27H15Cl2MnN3S3 (wB97M-V/def2-TZVPD).

Atoms and positions in Å:
Mn  0.136  0.254  0.027
Cl  0.588  0.378  2.596
Cl  -2.277  -4.209  1.828
S  2.476  0.328  -0.176
S  -0.028  0.489  -2.271
S  -0.387  -2.000  0.574
N  6.667  1.658  -4.425
N  -1.398  1.390  0.275
N  3.515  2.007  -7.021
C  -3.361  2.731  0.517
C  -3.309  5.099  0.955
C  -3.488  -0.884  0.122
C  2.703  0.706  -1.865
C  3.998  0.921  -2.334
C  1.619  0.801  -2.762
C  -4.996  -0.403  -2.157
C  -4.651  5.068  1.313
C  -1.695  -2.898  2.819
C  -3.484  0.381  -0.456
C  3.363  1.715  -5.919
C  -0.858  -1.926  2.239
C  -4.248  0.618  -1.595
C  1.868  1.147  -4.090
C  -4.707  2.708  0.867
C  -5.347  3.871  1.270
C  -1.687  -1.855  4.975
C  5.582  1.470  -4.093
C  -4.999  -1.663  -1.576
C  -2.641  1.472  0.116
C  -0.476  -0.921  3.143
C  -0.863  -0.862  4.467
C  -2.103  -2.878  4.139
C  -4.247  -1.902  -0.435
C  3.159  1.369  -4.550
C  -2.666  3.938  0.564
C  4.242  1.251  -3.661
H  -4.245  1.603  -2.047
H  -5.153  5.977  1.621
H  -2.884  -1.071  0.999
H  -4.231  -2.887  0.014
H  -2.004  -1.830  6.009
H  -2.750  -3.666  4.495
H  -2.764  6.034  0.980
H  -6.393  3.839  1.550
H  -5.573  -0.215  -3.054
H  -5.581  -2.463  -2.017
H  -1.619  3.941  0.290
H  1.039  1.240  -4.777
H  4.831  0.837  -1.649
H  -5.254  1.775  0.826
H  -0.518  -0.044  5.082

## Properties
ΔE to the lowest compared entry with this formula, charge and spin ... 1.5 kcal/mol
Expectation value of S² ... 6.234
Total charge ... -1
Multiplicity ... 5
Kohn-Sham gap (spin up / spin down) ... 6.26 / 7.53 eV
E ... -4468.27081 hartree